One molecule with the formula C23H29FN4O4S, computed with ωB97M-V/def2-TZVPD.

## Properties
- orbital gap (eV) = 8.52
- F_max (eV/Å) = 1.06
- SMILES = C[C@@H](C(=O)Nc1cccc(S(=O)(=O)N2CCOCC2)c1)N1CCN(c2ccc(F)cc2)CC1

Last column: Mulliken charge in e.
Atoms and positions in Å:
C: 3.31 -1.28 -3.43  -1.6771
C: 3.38 -2.02 -2.09  0.3336
C: 3.62 -0.95 -1.01  -0.0151
O: 4.71 -0.73 -0.53  -0.6722
N: 2.47 -0.29 -0.72  0.2557
C: 2.27 0.80 0.12  -0.3141
C: 3.26 1.27 0.99  -0.6836
C: 3.00 2.35 1.81  -0.8769
C: 1.76 2.98 1.79  -0.1957
C: 0.79 2.50 0.93  -0.4700
S: -0.82 3.28 0.84  1.5275
O: -1.24 3.32 -0.53  -0.7302
O: -0.81 4.50 1.59  -0.7661
N: -1.78 2.12 1.62  0.0678
C: -3.20 2.39 1.40  -0.8116
C: -4.03 1.32 2.09  -0.4632
O: -3.74 1.25 3.47  -0.4200
C: -2.37 0.99 3.68  -0.6100
C: -1.49 2.06 3.04  -0.4831
C: 1.03 1.43 0.09  -0.0079
N: 2.16 -2.74 -1.76  0.5062
C: 1.65 -3.58 -2.84  -0.8304
C: 0.48 -4.45 -2.32  -1.2220
N: -0.04 -3.91 -1.08  0.0007
C: -0.90 -2.82 -1.12  0.9212
C: -0.79 -1.73 -0.26  -0.1555
C: -1.74 -0.71 -0.25  -1.0637
C: -2.80 -0.78 -1.13  0.0989
F: -3.73 0.20 -1.12  -0.3280
C: -2.93 -1.84 -2.01  -1.0382
C: -1.99 -2.84 -2.00  -0.5184
C: 0.97 -4.04 -0.05  -1.0559
C: 2.34 -3.53 -0.55  -0.5682
H: 2.40 -0.69 -3.50  0.3204
H: 3.34 -1.98 -4.27  0.4088
H: 4.16 -0.62 -3.51  0.4878
H: 4.26 -2.69 -2.10  0.4351
H: 1.64 -0.63 -1.20  0.0110
H: 4.22 0.79 1.00  0.5357
H: 3.77 2.71 2.48  0.4050
H: 1.53 3.83 2.41  0.5278
H: -3.37 2.39 0.32  0.4719
H: -3.46 3.38 1.80  0.4567
H: -5.09 1.56 2.02  0.3701
H: -3.84 0.34 1.62  0.2281
H: -2.23 0.97 4.76  0.3774
H: -2.11 0.00 3.25  0.2841
H: -0.44 1.81 3.16  0.3871
H: -1.69 3.03 3.51  0.3305
H: 0.25 1.12 -0.59  0.9002
H: 1.28 -2.92 -3.63  0.5644
H: 2.44 -4.23 -3.26  0.3750
H: 0.83 -5.46 -2.10  0.3791
H: -0.29 -4.52 -3.07  0.3312
H: 0.04 -1.64 0.43  0.2743
H: -1.65 0.12 0.43  1.1107
H: -3.77 -1.87 -2.69  0.4582
H: -2.12 -3.68 -2.67  0.3813
H: 1.04 -5.10 0.20  0.3992
H: 0.65 -3.51 0.85  0.3349
H: 2.81 -2.90 0.21  0.3192
H: 3.02 -4.38 -0.73  0.4000


A 10-piece molecular cluster, C35H91N15O10 overall, computed with ωB97M-V/def2-TZVPD.

## Properties
- orbital gap (eV) = 8.42
- F_max (eV/Å) = 1.57
- SMILES = CC1(C)CCCC(C)(C)N1O.CC1(C)CCCC(C)(C)N1O.COC[C@H](C)N.COC[C@H](C)N.COC[C@H](C)N.NC(N)=O.NC(N)=O.NC(N)=O.NC(N)=O.NC(N)=O

Last column: Mulliken charge in e.
Atoms and positions in Å:
C: 1.47 -7.85 -4.12  -1.9607
C: 0.44 -6.74 -4.31  1.5973
C: -0.30 -6.94 -5.64  -1.7203
C: -0.58 -6.80 -3.18  -1.2144
C: -1.38 -5.51 -2.98  -1.2527
C: -0.51 -4.25 -3.01  0.3104
C: 0.50 -4.16 -4.14  2.2575
C: -0.03 -3.62 -5.48  -1.5834
C: 1.59 -3.20 -3.66  -1.9905
N: 1.19 -5.46 -4.27  0.0443
O: 2.15 -5.39 -5.30  -0.4379
H: 0.99 -8.83 -4.04  0.4128
H: 2.07 -7.94 -5.03  0.3815
H: 2.06 -7.70 -3.23  0.4355
H: -1.30 -6.51 -5.69  0.3485
H: 0.32 -6.73 -6.52  0.2976
H: -0.56 -8.01 -5.73  0.5024
H: -1.34 -7.53 -3.46  0.4291
H: -0.12 -7.06 -2.22  0.3594
H: -2.18 -5.43 -3.72  0.3521
H: -1.89 -5.52 -2.02  0.4533
H: -0.03 -4.15 -2.03  0.1622
H: -1.24 -3.43 -3.04  -0.5134
H: 0.81 -3.10 -5.97  0.4843
H: -0.69 -2.78 -5.24  0.0689
H: -0.48 -4.31 -6.19  0.3945
H: 1.20 -2.18 -3.55  0.0724
H: 2.36 -3.15 -4.44  0.4848
H: 2.09 -3.49 -2.74  0.4342
H: 1.65 -5.47 -6.12  0.3506
C: 0.87 0.58 -1.48  -1.4027
C: -0.33 -0.13 -0.83  3.2232
C: -1.24 -0.70 -1.91  -2.5341
C: 0.15 -1.27 0.04  -1.6170
C: 0.77 -0.80 1.33  -0.2014
C: -0.29 -0.12 2.19  -1.6950
C: -0.89 1.08 1.41  3.1874
C: -2.22 1.44 2.08  -2.5311
C: 0.02 2.30 1.56  -2.1347
N: -1.17 0.71 0.02  0.2561
O: -1.63 1.85 -0.71  -0.5250
H: 1.44 -0.16 -2.05  0.1396
H: 0.54 1.22 -2.30  0.2747
H: 1.52 1.08 -0.77  0.1825
H: -1.91 -1.47 -1.52  0.5495
H: -1.93 0.06 -2.29  0.8687
H: -0.66 -1.19 -2.70  -0.2888
H: -0.70 -1.93 0.25  0.4170
H: 0.90 -1.90 -0.45  0.2994
H: 1.24 -1.62 1.88  0.3275
H: 1.59 -0.08 1.26  -0.0265
H: 0.18 0.30 3.08  0.4480
H: -1.09 -0.77 2.54  0.3509
H: -2.86 0.55 2.10  0.5384
H: -2.89 2.13 1.56  -0.0379
H: -2.01 1.82 3.08  0.3174
H: -0.32 3.25 1.16  0.1550
H: 0.99 2.16 1.04  0.0901
H: 0.30 2.45 2.60  0.6162
H: -0.86 2.44 -0.66  0.3454
C: -3.17 1.85 9.46  -0.7861
O: -3.10 1.45 8.12  -0.2880
C: -4.23 1.85 7.37  -0.8086
C: -3.92 1.73 5.90  0.6640
C: -5.17 2.00 5.06  -1.6660
N: -3.46 0.39 5.53  -0.5726
H: -3.01 2.92 9.58  0.3079
H: -2.45 1.25 10.03  0.2482
H: -4.15 1.62 9.91  0.3159
H: -5.12 1.26 7.64  0.3489
H: -4.48 2.89 7.63  0.3910
H: -3.17 2.43 5.53  0.2463
H: -5.06 1.62 4.05  0.3682
H: -5.51 3.04 5.04  0.4007
H: -6.04 1.47 5.49  0.3856
H: -2.59 0.15 5.98  0.2535
H: -4.11 -0.36 5.74  0.2224
C: 4.24 0.17 -1.59  -0.4552
O: 5.49 0.74 -1.32  -0.3949
C: 6.28 -0.03 -0.45  -0.6957
C: 7.70 0.49 -0.39  0.3682
C: 8.50 -0.01 -1.61  -1.3532
N: 8.30 0.08 0.88  -0.6739
H: 4.26 -0.82 -2.06  0.3439
H: 3.66 0.92 -2.12  0.3524
H: 3.69 0.04 -0.63  0.0900
H: 5.88 0.03 0.57  0.3491
H: 6.27 -1.09 -0.75  0.2601
H: 7.71 1.58 -0.43  0.4132
H: 7.89 0.11 -2.51  0.3057
H: 8.71 -1.08 -1.47  0.3177
H: 9.41 0.56 -1.81  0.3458
H: 9.08 0.67 1.11  0.2538
H: 8.61 -0.89 0.88  0.2319
C: 4.69 3.25 3.02  -0.7644
O: 3.60 4.14 2.93  -0.3188
C: 2.80 4.10 4.09  -0.9439
C: 1.70 5.13 4.02  1.5295
C: 2.30 6.51 3.74  -1.5110
N: 0.89 5.16 5.23  -0.7327
H: 5.39 3.56 3.81  0.3358
H: 5.21 3.36 2.07  0.2540
H: 4.42 2.21 3.23  0.2882
H: 2.42 3.08 4.26  0.3414
H: 3.44 4.36 4.95  0.4675
H: 1.14 4.85 3.11  -0.5451
H: 3.06 6.74 4.48  0.3512
H: 1.51 7.26 3.87  0.4136
H: 2.62 6.59 2.71  0.3508
H: 0.80 4.22 5.59  0.2682
H: -0.06 5.45 5.04  0.2884
N: -5.97 -0.39 -4.53  -0.3933
C: -5.44 -0.33 -3.26  0.5655
N: -4.35 -1.12 -3.04  -0.2472
O: -5.94 0.36 -2.39  -0.6318
H: -5.56 -0.96 -5.24  0.1570
H: -6.75 0.19 -4.75  0.2286
H: -3.84 -1.55 -3.79  0.1689
H: -3.96 -0.97 -2.12  0.2130
N: -1.91 5.83 1.36  -0.2852
C: -1.05 6.65 0.68  0.6243
N: -1.56 7.87 0.30  -0.4787
O: 0.13 6.36 0.57  -0.5947
H: -1.48 5.04 1.78  0.1882
H: -2.88 6.04 1.50  0.1747
H: -0.88 8.56 0.03  0.2476
H: -2.40 8.22 0.73  0.1858
N: -0.95 0.69 -4.81  -0.2091
C: 0.10 0.68 -5.69  0.7024
N: -0.13 -0.11 -6.80  -0.3997
O: 1.13 1.29 -5.50  -0.6415
H: -0.87 1.23 -3.97  0.1096
H: -1.79 0.21 -5.07  0.1002
H: -1.01 -0.58 -6.87  0.1626
H: 0.65 -0.32 -7.40  0.2287
N: -6.91 3.13 0.02  -0.3849
C: -5.61 3.48 -0.20  0.5865
N: -4.72 2.45 -0.31  -0.0485
O: -5.26 4.66 -0.23  -0.7142
H: -7.26 2.19 0.13  0.1658
H: -7.55 3.89 0.15  0.2274
H: -5.10 1.53 -0.44  0.1138
H: -3.75 2.69 -0.32  0.1027
N: 0.62 -4.40 1.64  -0.3086
C: 1.95 -4.37 1.34  0.6787
N: 2.80 -4.88 2.29  -0.5399
O: 2.38 -3.97 0.27  -0.5326
H: -0.04 -4.09 0.95  0.1884
H: 0.32 -4.60 2.58  0.1895
H: 3.74 -4.54 2.20  0.2381
H: 2.42 -5.16 3.18  0.1460


An isolated ion of composition CH5N2S and charge +1, computed with ωB97M-V/def2-TZVPD.

## Properties
- orbital gap (eV) = 9.63
- F_max (eV/Å) = 4.97
- SMILES = N/C=[NH+]/S
- net charge = +1

Last column: Mulliken charge in e.
Atoms and positions in Å:
N: -1.33 -0.34 0.02  -0.3759
C: -0.04 0.24 0.03  0.3602
N: 1.07 -0.46 -0.07  -0.2988
S: 2.74 -0.08 0.08  0.0831
H: -2.26 0.12 0.28  0.2801
H: -1.32 -1.37 -0.10  0.2233
H: 0.13 1.34 -0.07  0.2417
H: 0.81 -1.52 0.00  0.2977
H: 2.38 1.27 -0.02  0.1886


A 2-piece molecular cluster, C8H18O overall, computed with ωB97M-V/def2-TZVPD.

## Properties
- orbital gap (eV) = 9.97
- F_max (eV/Å) = 2.34
- SMILES = CC[C@@H](C)O.C=C(C)C

Last column: Mulliken charge in e.
Atoms and positions in Å:
C: -2.22 0.19 0.79  -1.2989
C: -1.15 -0.78 0.31  -0.1982
C: 0.00 -0.98 1.38  0.2096
C: -0.41 -2.05 2.39  -1.4137
O: 1.24 -1.28 0.81  -0.5397
H: -2.60 -0.11 1.76  0.3667
H: -3.05 0.21 0.08  0.3568
H: -1.81 1.19 0.86  0.2843
H: -1.59 -1.76 0.12  0.4116
H: -0.73 -0.46 -0.64  0.0928
H: 0.15 -0.02 1.88  0.2445
H: 0.35 -2.15 3.16  0.3574
H: -1.35 -1.78 2.86  0.3478
H: -0.53 -3.01 1.89  0.3750
H: 1.13 -2.03 0.14  0.3638
C: 1.58 -0.15 -1.94  -1.1324
C: 1.12 1.04 -1.55  1.0615
C: 0.02 1.76 -2.27  -1.1492
C: 1.61 1.71 -0.30  -1.3098
H: 2.48 -0.56 -1.51  0.3761
H: 1.30 -0.56 -2.90  0.2997
H: -0.25 1.25 -3.19  0.3197
H: 0.34 2.78 -2.51  0.3931
H: -0.86 1.85 -1.63  0.2322
H: 0.77 1.97 0.35  0.1781
H: 2.12 2.64 -0.56  0.4584
H: 2.33 1.09 0.22  0.3126


A 3-piece molecular cluster, C7H15NO overall, computed with ωB97M-V/def2-TZVPD.

## Properties
- orbital gap (eV) = 9.36
- F_max (eV/Å) = 4.35
- SMILES = CC(N)=O.C=C=C.CC

Last column: Mulliken charge in e.
Atoms and positions in Å:
C: 1.52 0.78 1.72  -0.8281
C: 1.43 1.83 0.63  0.5200
N: 1.14 1.34 -0.60  -0.4030
O: 1.64 3.01 0.85  -0.6482
H: 0.80 -0.03 1.56  0.1946
H: 1.34 1.24 2.69  0.3083
H: 2.52 0.35 1.72  0.2949
H: 1.33 0.17 -0.90  0.1240
H: 1.12 2.03 -1.34  0.1420
C: 1.34 -1.36 -1.30  -0.7020
C: 0.23 -1.88 -0.74  0.5466
C: -0.51 -2.58 0.06  -0.7090
H: 1.37 -1.30 -2.38  0.2854
H: 2.29 -1.61 -0.85  0.3106
H: -0.40 -3.66 0.08  0.2675
H: -1.25 -2.16 0.72  0.2044
C: -1.74 0.23 -0.92  -0.3275
C: -2.26 0.67 0.44  -0.8922
H: -2.22 -0.68 -1.26  0.3622
H: -1.91 0.99 -1.67  0.3766
H: -0.59 0.29 -0.88  -0.1891
H: -3.31 0.96 0.38  0.3458
H: -1.69 1.52 0.81  0.2265
H: -2.18 -0.13 1.18  0.1896


- Among the records above, which one has the highest F_max?
  CH5N2S